(1)
{
  "formula": "C5H6ClNO",
  "method": "ωB97M-V/def2-TZVPD",
  "lumo_ev": 0.7,
  "total_energy_ha": -784.18742,
  "relative_energy_ev": 3.656,
  "e_homo_ev": -8.42,
  "elements": ["H", "C", "H", "C", "N", "C", "H", "O", "H", "C", "C", "Cl", "H", "H"],
  "coordinates": [[0.72335, 1.48467, 0.85611], [-1.25053, 1.43824, -0.08947], [1.55608, -2.05253, -0.20896], [-0.66448, -1.19153, 0.01298], [0.33261, -0.39496, 0.00883], [1.66009, -1.01975, 0.10637], [0.94655, 1.28847, -0.93511], [-0.92060, -2.33336, 0.03871], [-1.37343, 2.47705, -0.26651], [0.27861, 1.01396, 0.02700], [-2.14329, 0.49444, 0.12855], [-3.80717, 0.40596, 0.02888], [2.19806, -1.02139, 0.96838], [2.46416, -0.58928, -0.67575]],
  "lowdin_charge": [0.10, -0.16, 0.09, -0.31, -0.14, -0.01, 0.16, 0.14, 0.08, -0.15, -0.62, 0.65, 0.05, 0.14]
}



(2)
{
  "formula": "C5H6CrO3",
  "method": "ωB97M-V/def2-TZVPD",
  "lumo_ev": [-5.5, -5.5],
  "total_energy_ha": -1463.89748,
  "s2": 8.79,
  "e_homo_ev": [-10.61, -11.68],
  "charge": 1,
  "spin_multiplicity": 6,
  "elements": ["O", "C", "H", "H", "C", "H", "C", "C", "H", "O", "O", "C", "Cr", "H", "H"],
  "coordinates": [[4.00330, -0.33131, 0.99912], [4.44783, 0.07056, -0.02448], [-1.33881, 1.36365, -0.90217], [-1.92430, 0.00373, -1.86406], [0.25575, -0.28900, 0.34579], [1.00385, 0.14592, -0.47963], [-1.85917, 0.39086, -0.83524], [-1.01743, -0.53821, 0.01173], [-3.39486, 1.27975, 0.53941], [5.24406, 0.37539, -0.79888], [0.88631, -0.69511, 1.42745], [-3.23318, 0.57644, -0.28057], [2.48008, -0.85706, 2.10091], [-1.47562, -1.46515, 0.37224], [-4.07781, -0.03044, -0.61162]],
  "lowdin_spin": [0.05, 0.02, 0.01, 0.01, 0.01, 0.00, 0.11, 0.06, 0.04, 0.01, 0.01, 0.73, 3.89, 0.00, 0.04]
}



(3)
{
  "formula": "C5H6CuFO3",
  "method": "ωB97M-V/def2-TZVPD",
  "lumo_ev": [-6.2, -6.2],
  "total_energy_ha": -2159.74286,
  "relative_energy_ev": 1.074,
  "s2": 0.77,
  "e_homo_ev": [-11.84, -12.36],
  "charge": 1,
  "spin_multiplicity": 2,
  "elements": ["H", "H", "C", "H", "H", "C", "C", "C", "H", "F", "C", "Cu", "O", "H", "O", "O"],
  "coordinates": [[0.23819, 1.44028, 1.26403], [-2.47593, -1.85114, -0.46663], [2.46597, -0.25493, 0.34460], [-4.52167, -0.33705, -0.26942], [0.98251, 2.32890, -0.11144], [0.48499, 0.25291, -0.56265], [-2.47123, -0.81487, -0.11991], [-3.54841, -0.10192, 0.17615], [-1.13947, -0.31567, -0.31618], [0.41914, 0.62901, -1.84564], [0.89464, 1.35850, 0.39070], [4.96195, -2.57646, -0.08169], [3.51632, -0.82923, 0.49787], [-3.47816, 0.85665, 0.69854], [1.47749, -0.71468, -0.42778], [2.19366, 0.92969, 0.82944]],
  "lowdin_spin": [0.01, 0.02, 0.01, 0.01, 0.00, 0.45, 0.27, 0.01, 0.01, 0.09, 0.04, 0.00, 0.01, 0.01, 0.06, 0.01]
}